This record from OMol25 describes a 3-piece molecular cluster, C32H54F14IN3O6PS overall at a distorted geometry. The level of theory is the ωB97M-V functional and the def2-TZVPD basis.

Calculated values
E   -4302.651287 Ha
HOMO-LUMO gap (alpha / beta)   6.696 / 6.326 eV
F_max   1.63 eV/A
E_HOMO (alpha / beta)   -5.078 / -5.078 eV
Spin multiplicity   3
Net charge   -1

Atoms and positions in Å:
1 C -5.70 -5.67 -5.24
2 C -4.91 -5.86 -6.55
3 C -5.76 -6.64 -7.59
4 C -3.57 -6.60 -6.37
5 C -2.78 -6.59 -7.70
6 C -2.72 -5.93 -5.31
7 O -2.46 -4.60 -5.76
8 N -1.56 -3.97 -4.89
9 C -0.31 -3.75 -5.59
10 C 0.82 -3.49 -4.59
11 C 2.13 -4.11 -4.98
12 F 3.19 -3.46 -4.42
13 F 2.30 -4.02 -6.34
14 C 2.32 -5.63 -4.70
15 F 3.61 -5.94 -4.96
16 F 1.56 -6.35 -5.55
17 C 1.92 -6.06 -3.25
18 F 0.58 -6.13 -3.22
19 F 2.33 -5.10 -2.40
20 C 2.45 -7.47 -2.81
21 F 3.69 -7.69 -3.23
22 F 1.66 -8.37 -3.40
23 S 2.42 -7.78 -0.92
24 F 1.39 -8.98 -1.06
25 F 3.61 -8.83 -1.07
26 F 3.48 -6.62 -0.75
27 F 1.23 -6.78 -0.74
28 F 2.45 -8.00 0.64
29 C -2.14 -2.94 -4.08
30 F -1.77 -3.24 -2.76
31 C -3.72 -2.94 -4.19
32 O -4.14 -2.49 -5.26
33 O -4.30 -3.39 -3.22
34 P -1.57 -1.17 -4.51
35 O -2.87 -0.22 -4.28
36 I -0.29 -0.58 -2.48
37 H -5.82 -4.61 -5.02
38 H -6.69 -6.12 -5.33
39 H -5.22 -6.13 -4.38
40 H -4.69 -4.89 -6.99
41 H -6.81 -6.40 -7.46
42 H -5.61 -7.71 -7.48
43 H -5.46 -6.36 -8.60
44 H -3.78 -7.62 -6.06
45 H -2.92 -7.52 -8.24
46 H -3.16 -5.79 -8.34
47 H -1.73 -6.39 -7.53
48 H -1.76 -6.45 -5.17
49 H -3.19 -5.88 -4.33
50 H -0.35 -2.98 -6.36
51 H -0.10 -4.68 -6.12
52 H 1.01 -2.42 -4.54
53 H 0.49 -3.77 -3.59
54 H -2.97 0.00 -3.35
55 C 3.35 0.81 2.07
56 C 2.81 1.83 1.04
57 C 3.39 3.23 1.26
58 C 2.76 4.02 2.40
59 C 1.24 4.04 2.25
60 C 0.65 2.64 2.16
61 N 1.31 1.86 1.06
62 O 0.84 2.21 -0.09
63 C 0.78 1.94 3.53
64 C -0.85 2.72 1.87
65 C 3.29 1.33 -0.32
66 H 2.68 0.62 2.90
67 H 3.50 -0.16 1.60
68 H 4.31 1.14 2.48
69 H 3.26 3.81 0.34
70 H 4.47 3.14 1.40
71 H 3.06 3.61 3.37
72 H 3.14 5.05 2.38
73 H 0.79 4.56 3.10
74 H 0.98 4.61 1.36
75 H 0.46 0.90 3.48
76 H 0.14 2.46 4.24
77 H 1.78 1.98 3.94
78 H -1.06 3.29 0.97
79 H -1.35 3.20 2.70
80 H -1.27 1.72 1.74
81 H 2.83 0.38 -0.58
82 H 4.37 1.19 -0.27
83 H 3.08 2.04 -1.12
84 C -1.23 6.05 7.63
85 C 0.18 6.05 7.00
86 C 1.28 6.25 8.05
87 C 1.46 7.70 8.51
88 C 1.62 8.63 7.31
89 C 0.46 8.51 6.32
90 N 0.28 7.07 5.92
91 O 1.15 6.73 5.03
92 C -0.81 9.11 6.95
93 C 0.74 9.34 5.07
94 C 0.36 4.66 6.40
95 H -1.76 6.99 7.54
96 H -1.87 5.31 7.13
97 H -1.19 5.78 8.69
98 H 2.23 5.92 7.62
99 H 1.07 5.61 8.90
100 H 0.62 8.01 9.14
101 H 2.35 7.77 9.14
102 H 1.70 9.66 7.63
103 H 2.56 8.39 6.80
104 H -1.68 8.94 6.32
105 H -0.67 10.18 7.06
106 H -1.02 8.73 7.95
107 H 1.68 9.07 4.60
108 H 0.79 10.39 5.35
109 H -0.06 9.21 4.34
110 H -0.33 4.49 5.57
111 H 0.16 3.91 7.17
112 H 1.38 4.49 6.03

Here are the Löwdin charges for atoms 1 to 2, given in e: -0.05, -0.37

***

This record from OMol25 describes a 10-piece molecular cluster, C32H54F6N3O24 overall at a distorted geometry. The level of theory is the ωB97M-V functional and the def2-TZVPD basis.

Calculated values
E   -3820.821121 Ha
HOMO-LUMO gap (alpha / beta)   9.808 / 6.376 eV
F_max   7.86 eV/A
E_HOMO (alpha / beta)   -10.239 / -10.234 eV
Spin multiplicity   2

Atoms and positions in Å:
1 C -0.04 1.16 -4.77
2 N -1.40 1.51 -4.05
3 C -2.00 0.27 -3.34
4 C -1.04 2.60 -3.02
5 C -2.43 2.19 -5.04
6 C -3.06 1.31 -6.19
7 O -2.11 1.09 -7.28
8 H -0.31 0.29 -5.36
9 H 0.69 0.97 -3.98
10 H 0.36 1.95 -5.41
11 H -2.94 0.51 -2.84
12 H -1.23 0.04 -2.60
13 H -2.12 -0.56 -4.03
14 H -0.28 2.13 -2.39
15 H -1.89 2.79 -2.36
16 H -0.65 3.45 -3.58
17 H -1.92 3.00 -5.57
18 H -3.18 2.71 -4.45
19 H -3.99 1.73 -6.58
20 H -3.24 0.35 -5.71
21 H -2.12 0.15 -7.46
22 C 0.06 0.21 0.71
23 O 1.12 -0.42 0.99
24 O -0.21 0.63 -0.43
25 O -0.76 0.56 1.60
26 C -2.87 -1.68 -0.23
27 C -3.86 -0.63 0.11
28 C -4.48 -0.73 1.58
29 O -5.12 -1.99 1.57
30 C -5.92 -2.16 2.70
31 N -3.25 0.68 -0.05
32 H -1.95 -1.47 0.32
33 H -2.47 -1.71 -1.24
34 H -3.18 -2.67 0.10
35 H -4.67 -0.77 -0.60
36 H -5.29 0.01 1.56
37 H -3.85 -0.62 2.46
38 H -6.45 -3.11 2.61
39 H -6.55 -1.29 2.86
40 H -5.16 -2.22 3.48
41 H -2.43 0.70 -0.63
42 H -2.64 0.75 0.75
43 C 3.40 -4.75 1.94
44 C 2.98 -3.40 1.47
45 C 3.87 -2.95 0.24
46 O 5.25 -2.88 0.41
47 C 5.88 -2.64 -0.83
48 N 1.60 -3.46 1.09
49 H 2.83 -5.06 2.81
50 H 4.44 -4.67 2.27
51 H 3.47 -5.47 1.13
52 H 3.07 -2.71 2.31
53 H 3.49 -1.94 0.05
54 H 3.56 -3.69 -0.49
55 H 5.60 -3.31 -1.64
56 H 6.96 -2.71 -0.69
57 H 5.64 -1.66 -1.22
58 H 1.07 -3.68 1.92
59 H 1.28 -2.51 0.91
60 C -0.07 -1.81 4.19
61 C -1.33 -2.17 3.43
62 O -2.21 -2.03 4.57
63 C -1.72 -1.07 5.41
64 O -2.34 -0.61 6.39
65 O -0.55 -0.83 5.06
66 F -1.43 -3.42 3.04
67 H 0.67 -1.41 3.50
68 H 0.36 -2.70 4.65
69 H -1.52 -1.47 2.61
70 C 3.84 0.20 2.31
71 C 2.83 0.87 3.17
72 O 3.46 1.92 3.71
73 C 4.82 1.77 3.64
74 O 5.68 2.44 4.19
75 O 5.04 0.78 2.80
76 F 2.50 0.06 4.22
77 H 3.68 0.45 1.26
78 H 3.78 -0.88 2.40
79 H 1.91 1.14 2.64
80 C -3.04 2.57 2.70
81 C -2.09 2.46 3.86
82 O -2.95 2.46 5.00
83 C -4.20 2.64 4.64
84 O -5.20 2.54 5.33
85 O -4.29 2.95 3.36
86 F -1.34 3.59 3.91
87 H -3.21 1.58 2.27
88 H -2.78 3.28 1.91
89 H -1.54 1.52 3.75
90 C 3.51 0.66 -1.54
91 C 2.87 2.03 -1.22
92 O 2.48 2.51 -2.51
93 C 3.19 1.80 -3.47
94 O 3.24 2.00 -4.69
95 O 3.88 0.81 -2.88
96 F 3.87 2.84 -0.76
97 H 2.72 -0.07 -1.35
98 H 4.29 0.46 -0.81
99 H 2.04 2.03 -0.51
100 C 0.39 -3.43 -2.18
101 C 1.10 -2.19 -2.50
102 O 0.61 -1.88 -3.78
103 C 0.18 -3.03 -4.39
104 O -0.22 -3.16 -5.55
105 O 0.02 -3.92 -3.43
106 F 2.43 -2.33 -2.46
107 H -0.48 -3.30 -1.54
108 H 1.07 -4.07 -1.62
109 H 0.94 -1.41 -1.76
110 C 1.04 3.87 1.14
111 C -0.35 3.97 0.46
112 O -0.14 4.49 -0.82
113 C 1.09 4.96 -0.88
114 O 1.54 5.42 -1.88
115 O 1.70 4.76 0.24
116 F -0.90 4.92 1.16
117 H 1.39 2.84 1.08
118 H 1.13 4.27 2.15
119 H -0.99 3.09 0.52

Here are the Löwdin charges for atoms 1 to 2, given in e: 0.06, -0.27

***

This record from OMol25 describes a 8-piece molecular cluster, C32H54N4O8S4 overall at a distorted geometry. The level of theory is the ωB97M-V functional and the def2-TZVPD basis.

Calculated values
E   -3665.336824 Ha
HOMO-LUMO gap   8.097 eV
F_max   2.20 eV/A
E_HOMO   -7.806 eV
SMILES   O=S1(=O)CCCC1.O=S1(=O)CCCC1.O=S1(=O)CCCC1.O=S1(=O)CCCC1.c1cc[nH]c1.c1cc[nH]c1.c1cc[nH]c1.CCCC#N
Energy above the lowest of the compared OMol25 structures with the same formula, charge and spin   0.0 kcal/mol

Atoms and positions in Å:
1 O 4.82 -4.57 1.44
2 S 3.39 -4.39 1.40
3 O 2.85 -3.71 0.25
4 C 2.47 -5.91 1.63
5 C 1.74 -5.80 2.94
6 C 1.49 -4.31 3.21
7 C 2.79 -3.59 2.90
8 H 3.19 -6.73 1.57
9 H 1.86 -6.04 0.74
10 H 0.87 -6.44 3.00
11 H 2.37 -6.16 3.76
12 H 1.24 -4.14 4.26
13 H 0.61 -3.97 2.66
14 H 3.47 -3.72 3.73
15 H 2.64 -2.56 2.60
16 O 2.39 -0.49 -4.45
17 S 1.42 0.55 -4.54
18 O 0.20 0.54 -3.73
19 C 2.30 2.12 -4.36
20 C 2.52 2.63 -5.78
21 C 2.15 1.52 -6.78
22 C 0.93 0.81 -6.24
23 H 3.16 1.86 -3.73
24 H 1.65 2.75 -3.76
25 H 1.79 3.43 -5.92
26 H 3.52 3.02 -5.90
27 H 3.00 0.85 -6.95
28 H 2.03 1.94 -7.78
29 H 0.69 -0.17 -6.65
30 H 0.08 1.49 -6.28
31 O -5.86 -0.70 2.58
32 S -4.44 -0.92 2.59
33 O -3.54 0.18 2.37
34 C -3.98 -1.82 4.08
35 C -3.29 -3.09 3.60
36 C -4.00 -3.48 2.29
37 C -4.06 -2.24 1.42
38 H -4.95 -2.10 4.51
39 H -3.50 -1.11 4.75
40 H -2.24 -2.91 3.36
41 H -3.40 -3.86 4.36
42 H -5.01 -3.80 2.58
43 H -3.43 -4.28 1.82
44 H -4.77 -2.25 0.59
45 H -3.10 -1.98 1.01
46 O 2.77 3.89 0.54
47 S 3.48 4.05 1.78
48 O 3.74 5.34 2.36
49 C 2.71 2.98 3.04
50 C 3.80 2.04 3.57
51 C 4.84 1.82 2.46
52 C 5.03 3.12 1.70
53 H 2.06 2.28 2.50
54 H 2.21 3.60 3.76
55 H 4.28 2.45 4.46
56 H 3.34 1.08 3.77
57 H 4.42 1.10 1.74
58 H 5.78 1.44 2.84
59 H 5.34 3.12 0.66
60 H 5.76 3.72 2.25
61 C -4.35 0.56 -1.10
62 C -5.78 0.70 -0.95
63 C -6.27 1.09 -2.17
64 N -5.22 1.25 -3.04
65 C -4.06 0.90 -2.39
66 H -3.71 0.41 -0.24
67 H -6.34 0.43 -0.07
68 H -7.29 1.33 -2.44
69 H -5.31 1.62 -3.96
70 H -3.10 0.94 -2.89
71 C -0.50 6.71 -0.02
72 C -1.84 6.30 -0.32
73 C -2.03 5.08 0.26
74 N -0.89 4.77 0.95
75 C 0.04 5.75 0.77
76 H -0.02 7.62 -0.34
77 H -2.52 6.87 -0.93
78 H -2.89 4.43 0.22
79 H -0.75 3.92 1.46
80 H 1.05 5.74 1.17
81 C -1.96 -3.39 -1.18
82 C -0.62 -3.89 -1.19
83 C 0.15 -3.04 -1.96
84 N -0.68 -2.09 -2.50
85 C -1.96 -2.27 -1.98
86 H -2.75 -3.83 -0.60
87 H -0.18 -4.74 -0.69
88 H 1.20 -3.12 -2.19
89 H -0.41 -1.26 -3.03
90 H -2.70 -1.52 -2.23
91 C 1.63 0.86 -0.79
92 C 0.22 0.87 -0.26
93 C -0.13 -0.40 0.48
94 C 0.50 -0.41 1.79
95 N 0.97 -0.35 2.82
96 H 1.88 0.05 -1.47
97 H 2.35 0.95 0.03
98 H 1.77 1.79 -1.36
99 H -0.44 1.03 -1.12
100 H 0.10 1.73 0.40
101 H 0.34 -1.23 -0.09
102 H -1.16 -0.68 0.58

Here are the Löwdin charges for atoms 1 to 2, given in e: -0.32, 0.65

***

This record from OMol25 describes C32H55B2CaF14N10O6S2 as an isolated structure at a distorted geometry. The level of theory is the ωB97M-V functional and the def2-TZVPD basis.

Calculated values
E   -5172.785319 Ha
HOMO-LUMO gap   5.283 eV
F_max   6.24 eV/A
E_HOMO   -12.709 eV
Net charge   +3

Atoms and positions in Å:
1 Ca 9.99 -3.49 -1.09
2 C 8.05 -5.89 -8.62
3 C 9.13 -6.69 -7.77
4 N 8.59 -8.08 -7.60
5 C 7.85 -8.56 -6.52
6 C 7.92 -9.91 -6.53
7 N 8.57 -10.30 -7.68
8 C 8.92 -9.19 -8.37
9 C 8.81 -11.62 -8.19
10 H 7.68 -6.53 -9.42
11 H 8.41 -4.90 -8.89
12 H 7.14 -5.76 -8.03
13 H 9.27 -6.19 -6.82
14 H 10.09 -6.75 -8.27
15 H 7.60 -7.92 -5.69
16 H 7.63 -10.65 -5.80
17 H 9.38 -9.10 -9.34
18 H 8.11 -12.45 -8.13
19 H 9.66 -12.11 -7.71
20 H 9.35 -11.57 -9.13
21 C 15.59 -11.54 -4.00
22 C 15.87 -10.35 -4.95
23 N 14.83 -9.31 -4.77
24 C 14.91 -8.03 -4.26
25 C 13.65 -7.46 -4.44
26 N 12.79 -8.45 -4.86
27 C 13.52 -9.61 -5.01
28 C 11.35 -8.33 -4.87
29 H 15.16 -11.18 -3.06
30 H 16.52 -12.05 -3.75
31 H 14.91 -12.24 -4.48
32 H 15.77 -10.63 -6.00
33 H 16.82 -9.87 -4.72
34 H 15.91 -7.73 -3.99
35 H 13.36 -6.43 -4.31
36 H 13.03 -10.54 -5.25
37 H 10.78 -9.07 -4.31
38 H 10.92 -8.22 -5.87
39 H 11.12 -7.38 -4.39
40 C 3.94 -3.05 -6.41
41 C 5.05 -4.06 -6.76
42 N 6.27 -3.38 -7.15
43 C 6.61 -2.98 -8.40
44 C 7.87 -2.32 -8.39
45 N 8.38 -2.45 -7.11
46 C 7.36 -3.01 -6.35
47 C 9.72 -2.04 -6.51
48 H 2.97 -3.48 -6.17
49 H 3.71 -2.43 -7.27
50 H 4.44 -2.39 -5.70
51 H 4.73 -4.72 -7.56
52 H 5.24 -4.66 -5.87
53 H 5.90 -3.12 -9.20
54 H 8.37 -1.94 -9.27
55 H 7.41 -3.14 -5.28
56 H 10.54 -2.69 -6.81
57 H 9.71 -2.01 -5.42
58 H 9.85 -0.99 -6.76
59 C 4.39 -7.85 -4.50
60 C 3.90 -8.76 -5.66
61 N 4.01 -8.29 -6.94
62 C 3.37 -7.22 -7.37
63 C 3.65 -7.04 -8.70
64 N 4.50 -8.07 -9.12
65 C 4.67 -8.83 -8.00
66 C 5.01 -8.19 -10.47
67 H 4.45 -8.53 -3.65
68 H 3.72 -7.03 -4.24
69 H 5.37 -7.39 -4.62
70 H 2.83 -8.92 -5.47
71 H 4.26 -9.78 -5.51
72 H 2.66 -6.63 -6.80
73 H 3.34 -6.30 -9.42
74 H 5.26 -9.74 -7.94
75 H 4.35 -8.08 -11.33
76 H 5.73 -9.01 -10.51
77 H 5.69 -7.34 -10.58
78 C 5.63 -3.02 -1.41
79 C 5.38 -1.54 -1.00
80 N 4.21 -1.39 -0.09
81 C 2.87 -1.68 -0.31
82 C 2.17 -1.48 0.85
83 N 3.11 -1.15 1.88
84 C 4.34 -1.07 1.23
85 C 2.84 -0.95 3.26
86 H 6.63 -3.30 -1.75
87 H 4.84 -3.30 -2.11
88 H 5.57 -3.60 -0.49
89 H 5.07 -1.11 -1.95
90 H 6.21 -0.97 -0.57
91 H 2.51 -2.08 -1.24
92 H 1.15 -1.55 1.20
93 H 5.30 -0.85 1.68
94 H 1.90 -1.46 3.48
95 H 2.86 0.13 3.40
96 H 3.52 -1.45 3.94
97 B 11.19 -4.16 -4.01
98 F 10.28 -4.62 -4.91
99 F 10.81 -3.03 -3.39
100 F 11.35 -5.05 -3.04
101 F 12.37 -3.98 -4.64
102 B 9.03 -2.79 1.34
103 F 8.88 -4.00 0.76
104 F 7.82 -2.45 1.85
105 F 9.87 -2.81 2.44
106 F 9.42 -1.80 0.36
107 C 12.13 -7.58 -0.01
108 F 12.74 -7.79 -1.19
109 F 10.82 -7.88 -0.01
110 F 12.66 -8.29 0.99
111 S 12.41 -5.67 0.50
112 O 13.68 -5.28 -0.26
113 O 11.29 -4.93 -0.04
114 O 12.56 -5.58 1.97
115 C 8.23 -7.68 -2.36
116 F 7.85 -7.98 -1.09
117 F 9.57 -7.80 -2.45
118 F 7.60 -8.54 -3.15
119 S 7.66 -5.88 -2.67
120 O 7.60 -5.74 -4.11
121 O 6.34 -5.89 -2.06
122 O 8.68 -5.02 -2.03

Here are the Löwdin charges for atoms 1 to 2, given in e: 1.64, -0.03